[1]
{
  "formula": "C18H25N2OS3V",
  "method": "ωB97M-V/def2-TZVPD",
  "elements": ["V", "C", "N", "C", "C", "N", "C", "C", "C", "C", "C", "C", "C", "S", "C", "C", "C", "C", "C", "C", "S", "H", "H", "H", "H", "H", "H", "H", "H", "H", "H", "H", "H", "H", "H", "H", "H", "H", "H", "C", "S", "C", "O", "H", "H", "H", "H", "H", "H", "H"],
  "positions_angstrom": [[0.000, 0.000, 0.000], [1.120, 1.803, -1.534], [-0.252, 1.358, -1.391], [-1.212, 2.210, -0.716], [-1.003, 2.222, 0.804], [-1.056, 0.891, 1.391], [-2.298, 0.148, 1.374], [-0.291, 0.787, 2.574], [-0.877, 1.154, 3.806], [-0.161, 1.123, 5.006], [1.169, 0.723, 5.004], [1.779, 0.356, 3.803], [1.072, 0.385, 2.590], [1.966, -0.127, 1.186], [-0.760, 0.685, -2.522], [-0.981, 1.419, -3.710], [-1.482, 0.820, -4.868], [-1.781, -0.537, -4.864], [-1.582, -1.289, -3.704], [-1.078, -0.698, -2.534], [-0.883, -1.768, -1.174], [1.206, 2.586, -2.297], [1.780, 0.978, -1.822], [1.500, 2.239, -0.607], [-2.242, 1.889, -0.923], [-1.133, 3.237, -1.096], [-1.776, 2.855, 1.260], [-0.044, 2.712, 1.017], [-3.054, 0.619, 2.014], [-2.153, -0.881, 1.721], [-2.728, 0.104, 0.371], [-1.910, 1.483, 3.822], [-0.646, 1.409, 5.932], [1.738, 0.686, 5.924], [2.818, 0.033, 3.812], [-0.749, 2.478, -3.721], [-1.630, 1.411, -5.763], [-2.164, -1.022, -5.754], [-1.814, -2.351, -3.713], [3.719, -0.924, -1.566], [1.966, -1.325, -1.875], [1.953, -0.673, -3.579], [1.469, 0.000, -1.274], [4.362, -1.579, -2.191], [3.954, -1.118, -0.499], [3.946, 0.139, -1.799], [2.576, -1.325, -4.227], [2.344, 0.366, -3.626], [0.913, -0.685, -3.965], [-0.663, -1.147, 1.147]],
  "forces_ev_per_a": [[1.89, -5.23, 2.37], [-0.14, 9.13, -1.98], [-1.28, -0.04, 0.13], [-0.95, 1.54, 0.29], [-0.76, 1.80, -0.32], [0.99, -0.02, -0.43], [-2.26, 0.31, 0.61], [1.17, 0.20, 3.41], [0.43, -0.13, -0.35], [-0.14, -0.06, -0.46], [0.09, -0.10, -0.49], [-0.69, 0.34, 0.44], [-0.15, 0.06, 1.23], [-1.21, 0.23, 0.27], [-1.32, -0.62, -3.06], [0.04, -0.48, 0.26], [0.23, 0.18, 0.41], [0.12, -0.26, 0.49], [-0.05, 0.67, -0.54], [-0.30, 0.41, -0.87], [-0.11, 0.52, 0.91], [-0.67, 0.69, 0.14], [0.46, 4.26, -1.56], [-0.13, -0.13, 0.02], [0.38, -0.18, -0.24], [-0.09, -0.01, 0.17], [0.10, 0.10, -0.10], [-0.10, -0.46, 0.26], [0.00, 0.19, -0.06], [-0.13, 0.61, 0.00], [0.17, -0.04, 0.00], [0.00, -0.04, -0.01], [0.00, -0.01, -0.10], [-0.06, 0.02, -0.03], [-0.20, 0.04, -0.14], [0.01, -0.01, 0.02], [0.00, 0.00, 0.09], [0.01, 0.06, 0.04], [0.06, 0.17, 0.13], [1.02, -0.72, -0.02], [2.68, -0.50, -1.61], [0.05, -0.59, -1.27], [0.23, -11.13, 2.64], [-0.38, 0.31, 0.37], [-0.30, 0.05, -0.66], [-0.45, -0.69, 0.07], [-0.34, 0.30, 0.44], [-0.17, -0.79, 0.26], [0.72, -0.09, 0.32], [1.56, 0.17, -1.51]],
  "lowdin_spin": [1.19, 0.00, 0.00, 0.01, 0.00, -0.01, -0.01, 0.00, 0.00, 0.00, 0.00, 0.00, 0.00, -0.05, 0.00, 0.00, 0.00, 0.00, 0.00, 0.00, -0.04, 0.00, 0.00, 0.00, 0.00, 0.00, 0.00, 0.00, 0.00, -0.01, 0.00, 0.00, 0.00, 0.00, 0.00, 0.00, 0.00, 0.00, 0.00, 0.00, 0.00, 0.00, 0.01, 0.00, 0.00, 0.00, 0.00, 0.00, 0.00, -0.09],
  "lumo_ev": [-3.601, -2.949],
  "charge": 1,
  "spin_multiplicity": 2,
  "s2": 0.82,
  "homo_ev": [-10.88, -10.90]
}

[2]
{
  "formula": "C14H18ClNO4",
  "method": "ωB97M-V/def2-TZVPD",
  "elements": ["C", "C", "C", "C", "Cl", "C", "C", "C", "O", "C", "C", "O", "O", "C", "C", "C", "O", "N", "C", "C", "H", "H", "H", "H", "H", "H", "H", "H", "H", "H", "H", "H", "H", "H", "H", "H", "H", "H"],
  "positions_angstrom": [[-0.407, -2.835, 1.374], [-0.961, -1.996, 0.259], [-2.194, -1.380, 0.432], [-2.771, -0.632, -0.578], [-4.316, 0.104, -0.314], [-2.133, -0.481, -1.797], [-0.906, -1.083, -1.978], [-0.308, -1.830, -0.967], [0.896, -2.423, -1.297], [2.008, -2.224, -0.459], [2.158, -0.803, 0.071], [2.709, -0.545, 1.114], [1.609, 0.077, -0.744], [1.693, 1.479, -0.445], [2.438, 2.164, -1.582], [0.252, 2.029, -0.356], [-0.235, 2.612, -1.305], [-0.420, 1.843, 0.797], [0.021, 1.160, 1.987], [-1.747, 2.412, 0.919], [-1.187, -3.053, 2.099], [0.402, -2.319, 1.894], [-0.026, -3.779, 0.987], [-2.721, -1.502, 1.368], [-2.581, 0.105, -2.583], [-0.378, -0.981, -2.912], [2.033, -2.912, 0.394], [2.882, -2.436, -1.087], [2.236, 1.612, 0.497], [2.538, 3.222, -1.362], [1.871, 2.051, -2.502], [3.424, 1.722, -1.702], [1.011, 0.730, 1.888], [-0.681, 0.355, 2.219], [0.031, 1.860, 2.828], [-2.027, 2.844, -0.039], [-1.750, 3.191, 1.685], [-2.464, 1.640, 1.194]],
  "forces_ev_per_a": [[0.05, 0.01, -0.06], [0.25, -0.07, -0.19], [-0.09, 0.16, -0.15], [0.16, -0.10, 0.03], [-0.21, 0.07, 0.01], [0.00, -0.02, 0.09], [0.13, -0.20, 0.12], [-0.46, 0.10, -0.06], [-0.25, -0.05, 0.01], [0.22, 0.01, 0.12], [0.14, -0.37, 0.48], [0.08, -0.11, -0.16], [-0.10, 0.15, -0.45], [0.26, 0.62, 0.03], [-0.23, -0.31, 0.21], [0.36, -0.29, 0.09], [0.03, 0.17, -0.39], [-0.32, 0.05, 0.24], [0.19, -0.07, 0.12], [-0.12, 0.12, -0.20], [-0.01, -0.02, 0.04], [0.08, -0.05, 0.08], [0.07, -0.08, 0.05], [-0.06, -0.02, 0.08], [-0.06, 0.07, -0.07], [0.09, 0.04, -0.10], [-0.03, 0.20, -0.14], [-0.07, 0.05, 0.16], [-0.17, -0.08, -0.18], [0.02, 0.10, -0.02], [0.00, 0.05, -0.05], [0.10, -0.02, 0.05], [0.02, 0.01, -0.03], [0.02, -0.02, 0.03], [0.00, -0.04, 0.03], [-0.07, -0.03, 0.11], [-0.02, 0.01, 0.04], [-0.02, -0.01, 0.04]],
  "lowdin_charge": [-0.02, -0.20, -0.08, -0.67, 0.68, -0.09, 0.01, -0.23, -0.02, -0.08, -0.47, 0.11, 0.06, -0.23, -0.01, -0.41, 0.06, -0.13, -0.03, -0.04, 0.08, 0.08, 0.09, 0.11, 0.11, 0.13, 0.12, 0.15, 0.14, 0.09, 0.09, 0.09, 0.07, 0.09, 0.10, 0.09, 0.10, 0.06],
  "lumo_ev": 0.719,
  "smiles": "Cc1cc(Cl)ccc1OCC(=O)O[C@@H](C)C(=O)N(C)C",
  "e_above_lowest_ev": 0.848,
  "homo_ev": -8.77
}